[1]
Density functional theory data (ωB97M-V/def2-TZVPD) for 6 unconnected molecules or ions with the total composition C30H41N6PS2Si.

Structure (XYZ):
```
81
Properties=species:S:1:pos:R:3:forces:R:3:mulliken_charge:R:1
C 3.428231 2.354759 -0.186653 -0.29 -0.16 0.02 -1.2339
C 2.237451 3.237923 -0.583896 0.19 -0.10 -0.35 -0.4342
C 0.958427 2.430779 -0.775398 -0.14 -0.02 0.34 0.1246
C -0.314919 3.295167 -0.817151 0.19 0.01 -0.20 -0.7877
Si -1.814724 2.441470 -0.154723 -0.05 0.00 -0.29 0.0485
S -3.604716 3.571413 -0.427419 -0.29 -0.12 -0.01 -0.3636
C -2.221743 0.772906 -0.916731 0.23 -0.04 0.35 -0.7989
N -1.053884 -0.106256 -0.982496 -0.08 0.31 -0.37 -0.1063
P -1.429379 2.184849 2.071791 0.15 0.47 0.09 0.1904
S -0.580215 3.774160 2.853821 0.08 -0.03 -0.09 -0.4217
H 3.578578 2.360908 0.892207 0.08 0.02 0.03 0.3094
H 3.231614 1.316783 -0.467939 0.08 0.00 -0.09 0.2943
H 4.348737 2.656779 -0.680417 0.09 0.07 0.09 0.3458
H 2.065440 4.013247 0.162995 0.04 0.04 0.03 0.3549
H 2.475651 3.736292 -1.527300 -0.11 0.15 0.03 0.3131
H 1.014285 1.825627 -1.679610 0.04 -0.06 -0.01 -0.0611
H 0.895651 1.710724 0.052478 0.03 0.03 0.04 0.1259
H -0.560240 3.603298 -1.838206 0.07 0.00 -0.03 0.4034
H -0.159971 4.216876 -0.249841 -0.11 -0.01 0.09 0.5278
H -3.388233 4.504980 0.502699 0.20 0.10 0.13 0.1289
H -3.052317 0.350285 -0.333696 -0.16 0.02 -0.15 0.2843
H -2.578037 0.965146 -1.931365 -0.10 -0.02 -0.02 0.4153
H -0.586806 -0.200827 -0.094052 -0.04 -0.18 0.12 0.0368
H -1.306461 -1.025610 -1.318024 0.02 -0.20 0.25 0.3022
H -0.704404 0.991306 2.237546 -0.03 -0.17 0.04 0.0252
H -2.650576 1.848461 2.673318 -0.12 -0.22 -0.03 0.1214
C 3.154362 -1.404656 -4.502490 0.00 0.00 0.00 -0.3635
C 3.202678 -0.236351 -5.246504 0.00 -0.02 -0.02 -0.3748
C 2.196354 0.701260 -5.069355 0.01 0.02 -0.03 -0.5316
N 1.181148 0.542867 -4.223595 -0.01 0.02 0.00 -0.4459
C 1.144382 -0.584296 -3.512997 -0.01 -0.02 -0.05 -0.3909
C 2.104897 -1.581972 -3.616686 0.00 0.01 0.00 -0.3400
H 3.916346 -2.164652 -4.617839 0.00 0.00 0.00 0.4044
H 3.997042 -0.057681 -5.958662 0.01 0.02 0.01 0.4325
H 2.199266 1.625872 -5.637766 0.03 0.00 0.00 0.4610
H 0.309112 -0.678901 -2.829889 0.08 0.01 0.01 0.5322
H 2.023079 -2.478357 -3.016830 -0.02 -0.01 -0.01 0.4807
C -1.532589 -4.724042 1.878194 -0.02 -0.04 0.03 -0.1640
C -0.283808 -4.246014 1.516950 0.01 -0.03 0.01 -0.5677
C -0.176326 -3.510946 0.346656 0.04 0.03 0.00 -0.0738
N -1.208517 -3.237523 -0.447897 -0.02 0.02 -0.06 -0.3420
C -2.402040 -3.704742 -0.088913 -0.03 -0.01 -0.01 -0.1901
C -2.617084 -4.450976 1.060037 0.03 0.03 0.00 -0.5810
H -1.658154 -5.300222 2.786333 0.00 -0.01 0.00 0.4580
H 0.586921 -4.430216 2.130716 0.01 0.04 0.01 0.3361
H 0.783497 -3.114540 0.032259 0.01 -0.01 0.02 0.3734
H -3.225089 -3.466829 -0.754161 -0.01 -0.02 0.01 0.3696
H -3.609777 -4.802258 1.305339 -0.01 -0.01 -0.01 0.3724
C 0.844423 -4.495808 7.030791 0.00 0.00 0.00 -0.1831
C 2.089546 -4.025244 6.647602 -0.01 0.00 0.00 -0.3665
C 2.190360 -3.307297 5.464693 0.03 0.01 0.00 -0.2515
N 1.153657 -3.044267 4.673692 0.01 -0.02 -0.05 -0.4623
C -0.036473 -3.500542 5.055666 -0.04 0.02 -0.04 -0.2032
C -0.245036 -4.228197 6.217473 0.01 0.00 0.01 -0.5427
H 0.724786 -5.059442 7.946815 0.00 0.00 0.00 0.3694
H 2.968119 -4.208829 7.250471 0.01 0.01 0.00 0.3574
H 3.148634 -2.922162 5.133933 0.01 -0.01 0.02 0.3589
H -0.861937 -3.268904 4.390695 -0.03 -0.01 0.04 0.5766
H -1.236849 -4.573000 6.476183 -0.01 0.01 0.00 0.3512
C 1.653273 -2.048540 -9.568660 0.00 0.00 0.00 -0.3978
C 1.444860 -1.378847 -8.374494 0.00 0.00 -0.02 -0.2382
C 0.802444 -2.049073 -7.343256 -0.01 0.04 0.10 -0.2014
N 0.372312 -3.304476 -7.437257 0.00 -0.02 0.01 -0.5536
C 0.578824 -3.935485 -8.590165 0.00 -0.03 -0.01 -0.2195
C 1.211431 -3.357164 -9.680611 0.00 0.00 0.00 -0.3252
H 2.150184 -1.560409 -10.397220 0.00 0.00 0.00 0.3654
H 1.770648 -0.356676 -8.238083 0.00 0.00 0.02 0.3987
H 0.625511 -1.556408 -6.392438 0.01 0.03 -0.02 0.4688
H 0.217910 -4.957117 -8.641905 0.01 0.00 -0.02 0.3614
H 1.351811 -3.920834 -10.592781 -0.01 -0.01 0.00 0.3561
C -2.362704 7.035524 6.313779 0.00 0.01 0.00 -0.3797
C -3.430494 6.839034 7.175500 0.01 0.01 0.00 -0.3001
C -3.949373 5.559366 7.299883 -0.02 0.00 0.02 -0.2236
N -3.480027 4.505760 6.636654 0.00 -0.02 0.00 -0.5670
C -2.454292 4.708570 5.810787 -0.10 -0.03 0.09 -0.0019
C -1.863812 5.948812 5.616006 0.02 0.01 -0.01 -0.2320
H -1.928618 8.019254 6.188046 0.00 0.00 0.00 0.3628
H -3.854788 7.658081 7.740274 -0.01 0.00 0.01 0.3539
H -4.784332 5.366902 7.965480 0.00 0.02 0.00 0.3464
H -2.088284 3.840255 5.278034 0.05 0.03 -0.03 0.3394
H -1.034854 6.050890 4.929579 0.00 -0.02 -0.02 0.2834
```
Positions in Å, forces in eV/Å.

SMILES: CCCC[Si@@](S)(CN)[PH2]=S.c1ccncc1.c1ccncc1.c1ccncc1.c1ccncc1.c1ccncc1
HOMO level: -8.3 eV
lowest unoccupied orbital energy: 0.470 eV
frontier orbital gap: 8.7774 eV
spin multiplicity: 1
total charge: 0



[2]
Density functional theory data (ωB97M-V/def2-TZVPD) for a gas-phase ion, C6H8BrN4 (charge +1).

Structure (XYZ):
```
19
Properties=species:S:1:pos:R:3:forces:R:3:nbo_charge:R:1
C -2.163147 0.492887 0.826296 -2.92 -1.80 -1.41 -0.0576
C -0.259907 1.591034 1.302781 -0.28 -0.36 0.51 -0.2903
C -1.665926 1.708290 1.209933 0.50 -0.01 -0.22 -0.1920
C 0.013261 0.252305 0.993533 -0.78 3.30 -0.77 0.1980
C 1.904546 -1.121646 0.280482 1.35 0.43 0.01 0.3812
C 0.229437 -1.069474 -1.411740 0.14 0.33 -1.09 0.2165
N -1.123412 -0.334726 0.586502 0.23 -2.19 1.48 -0.4779
N 1.226800 -0.362160 1.139544 1.93 -1.78 1.77 -0.5029
N 1.606220 -1.271791 -1.003352 -1.75 0.29 -0.95 -0.6062
N 0.043082 -0.502343 -2.578812 2.32 0.95 -2.39 -0.7403
Br -2.618847 3.282296 1.391525 -0.25 0.26 0.16 0.1424
H -3.211530 0.049022 0.588021 2.00 1.46 0.60 0.2513
H 2.890842 -1.585406 0.472113 -0.73 0.68 0.95 0.2425
H 0.378041 2.414666 1.628440 0.04 -0.61 -0.19 0.2549
H -1.047232 -1.353757 0.372302 -1.05 1.51 0.04 0.4594
H 1.482502 -0.263116 2.173323 0.54 -0.75 -2.17 0.4667
H 2.347173 -1.589611 -1.638472 -0.29 0.06 0.37 0.4343
H 0.775109 -0.218722 -3.327750 -0.61 -0.71 2.01 0.3839
H -0.807011 -0.117747 -3.004669 -0.40 -1.08 1.29 0.4361
```
Positions in Å, forces in eV/Å.

HOMO level: -11.7 eV
ΔE to the lowest compared entry with this formula, charge and spin: 73.3 kJ/mol
lowest unoccupied orbital energy: -4.207 eV
frontier orbital gap: 7.4552 eV
spin multiplicity: 1
total charge: +1



[3]
Density functional theory data (ωB97M-V/def2-TZVPD) for a molecular structure, C4H5AgLiO7.

Structure (XYZ):
```
18
Properties=species:S:1:pos:R:3:forces:R:3:nbo_charge:R:1
O -3.966013 1.573359 -0.920564 -1.79 0.59 -0.05 -0.8451
C -2.887583 0.927559 -0.987787 0.17 -1.75 -0.36 0.9630
O -2.828320 -0.255849 -1.408030 -0.24 -0.01 -0.09 -0.8102
O -1.787811 1.554391 -0.558862 -0.73 0.53 -0.06 -0.5247
C -0.550294 0.840845 -0.564861 0.34 -0.50 -0.02 -0.0848
O 1.723751 1.034822 0.121048 -0.09 -0.21 -0.78 -1.0217
C 2.745977 -2.048207 1.293795 0.46 -1.98 -3.52 0.9374
C 0.558326 1.738355 -0.022908 0.26 -0.10 0.38 -0.0365
O 3.700834 -1.586834 0.619181 0.00 0.86 1.07 -0.8104
O 1.592992 -2.168474 0.796471 -0.53 0.52 1.09 -0.8386
Ag -5.761992 -0.101022 -1.663143 2.19 0.97 0.55 0.8634
Li 2.205730 -0.648005 -0.440575 0.03 0.37 0.98 0.9162
H -0.314241 0.533180 -1.595409 -0.06 0.02 0.21 0.1534
H -0.637472 -0.063409 0.057149 0.04 0.26 -0.17 0.1863
H 0.637116 2.619786 -0.700799 0.01 -0.06 0.03 0.0961
H 0.212026 2.151307 0.953417 -0.10 -0.03 -0.18 0.1065
O 3.074311 -2.815476 2.368307 0.17 0.24 1.13 -0.7261
H 2.282658 -3.286330 2.653578 -0.13 0.28 -0.20 0.4760
```
Positions in Å, forces in eV/Å.

HOMO level: -3.6 eV
ΔE to the lowest compared entry with this formula, charge and spin: 27.6 kJ/mol
lowest unoccupied orbital energy: -0.346 eV
frontier orbital gap: 3.2857 eV
spin multiplicity: 1
total charge: -1



no.,E (Ha)
1,-2923.51987
2,-3026.12713
3,-836.69664